1.
{"formula": "C8H11IN2OS", "method": "ωB97M-V with the def2-TZVPD basis set", "symbols": ["C", "C", "C", "C", "C", "C", "C", "C", "N", "N", "O", "S", "I", "H", "H", "H", "H", "H", "H", "H", "H", "H", "H", "H"], "positions_angstrom": [[-3.98580, 0.34753, -1.40403], [-3.19310, 0.73799, -2.48224], [-3.46539, -0.57291, -0.44389], [-1.81528, 0.45697, -2.44291], [-2.14834, -0.95519, -0.47110], [-1.29475, -0.26110, -1.34322], [2.96917, 0.71320, 3.53674], [0.17103, -0.46684, -1.33034], [2.78343, -0.47444, 2.69578], [0.88039, -1.12500, -0.51469], [2.94130, 0.83396, 0.31816], [3.20895, -0.58000, 1.25348], [5.69757, -0.28562, 0.97286], [-4.95276, 0.63919, -1.44549], [-3.60233, 1.20960, -3.25399], [-3.99195, -1.10263, 0.36830], [-1.07589, 0.82127, -3.12749], [-1.68590, -1.68913, 0.22869], [2.23940, 1.33035, 3.03745], [4.02538, 1.12509, 3.65444], [2.72894, 0.33624, 4.49956], [0.77131, 0.01683, -2.25792], [2.27886, 0.60200, -0.29682], [0.51577, -1.65737, 0.24870]], "forces_ev_per_angstrom": [[3.3, -2.0, 0.0], [2.5, -2.1, 3.6], [-0.6, -0.3, 0.3], [-0.4, -0.3, 1.9], [1.4, 0.8, 0.1], [0.0, -0.6, -1.6], [0.8, -0.8, -0.8], [1.0, 0.2, -1.2], [1.2, 0.0, -0.7], [1.1, 0.6, -1.3], [1.7, -0.1, 2.4], [-0.2, 0.2, -0.7], [0.1, 0.1, 0.1], [-3.0, 0.6, 0.3], [-1.6, 2.1, -3.1], [-0.6, 0.8, -0.7], [-0.1, 0.3, -0.6], [-0.8, 0.7, -0.5], [0.0, 1.4, 0.9], [-1.2, -0.5, -0.9], [-0.7, 0.4, 1.0], [-1.4, -0.8, 2.1], [-1.5, -0.8, -1.2], [-1.0, 0.0, 0.4]], "nbo_charge": [-0.181, -0.185, -0.208, -0.172, -0.180, -0.141, -0.458, 0.152, -0.792, -0.672, -0.903, 1.229, -0.216, 0.210, 0.205, 0.225, 0.216, 0.216, 0.216, 0.211, 0.209, 0.167, 0.494, 0.359], "homo_lumo_gap_ha": 0.3146, "total_energy_ev": -32434.90307, "e_lumo_ha": -0.012, "total_charge": 0}



2.
{"formula": "C8H11IO", "method": "ωB97M-V with the def2-TZVPD basis set", "symbols": ["C", "C", "C", "C", "C", "C", "C", "C", "O", "I", "H", "H", "H", "H", "H", "H", "H", "H", "H", "H", "H"], "positions_angstrom": [[1.27791, 0.44826, -0.15583], [-1.53422, 2.00618, 0.31242], [0.34095, -0.41550, -0.07603], [-1.84113, 0.70601, 0.18887], [0.93446, 1.88522, -0.32215], [-0.12527, 2.42133, 0.64509], [0.40736, -2.76017, -1.05937], [0.08587, -1.80989, 0.18683], [0.75964, -2.19336, 1.40610], [-3.65802, -0.23523, -0.35999], [2.40222, 0.18423, -0.09334], [-2.28285, 2.84833, 0.19879], [1.87384, 2.51154, -0.12382], [0.61591, 2.09298, -1.32235], [-0.02966, 3.50846, 0.53129], [0.23400, 2.25444, 1.69714], [1.40378, -3.36612, -0.93233], [0.45573, -2.11662, -2.04145], [-0.42683, -3.53244, -1.13315], [-1.01604, -1.82834, 0.46610], [0.12237, -2.60932, 1.98716]], "forces_ev_per_angstrom": [[2.3, 0.7, -0.2], [-1.3, -0.5, 0.2], [-3.1, 0.4, 0.7], [2.7, 0.2, -0.9], [1.7, 1.6, 1.3], [1.0, 0.8, 0.2], [0.3, -0.2, -0.4], [-1.4, -1.7, 0.5], [0.4, -0.1, -0.6], [0.9, 0.4, 0.3], [-1.9, 0.1, -0.2], [0.6, -1.2, 0.3], [-1.2, -0.9, -0.4], [-0.1, 0.1, -0.8], [-0.4, -0.1, 0.1], [-0.8, -0.3, -0.8], [-1.8, 1.5, -0.1], [-0.1, -1.4, 1.9], [1.1, 1.0, -0.1], [1.1, -0.4, -0.9], [-0.1, -0.1, 0.0]], "nbo_charge": [-0.284, -0.340, 0.215, -0.221, -0.409, -0.424, -0.640, -0.042, -0.717, 0.165, 0.245, 0.216, 0.208, 0.221, 0.213, 0.222, 0.233, 0.227, 0.222, 0.211, 0.477], "relative_energy_ev": 3.9431, "homo_lumo_gap_ha": [0.2853, 0.2852], "total_energy_ev": -18616.74336, "e_lumo_ha": [-0.019, -0.019], "total_charge": 0}



3.
{"formula": "C8H11IO2", "method": "ωB97M-V with the def2-TZVPD basis set", "symbols": ["C", "C", "C", "C", "C", "C", "C", "C", "O", "O", "I", "H", "H", "H", "H", "H", "H", "H", "H", "H", "H", "H"], "positions_angstrom": [[0.47295, -2.62790, -0.16016], [0.00392, -1.52773, 0.06502], [-1.93860, 0.81317, 2.70126], [1.13367, -3.87918, -0.56913], [1.22327, 2.31605, -1.44230], [0.36844, 1.16488, -0.99498], [-0.17379, 1.28734, 0.43024], [-1.09936, 0.16159, 0.58661], [-2.08647, 1.94366, 2.27577], [-1.35806, -0.07932, 1.94119], [-2.77910, -0.10830, -0.61268], [-1.94104, 0.46105, 3.78512], [1.08234, -4.77201, 0.12670], [2.19399, -3.64769, -0.86398], [0.57773, -4.44053, -1.42341], [1.87573, 2.69161, -0.71700], [0.59785, 3.15429, -1.65916], [1.88480, 2.18869, -2.34402], [-0.50164, 1.24903, -1.55682], [0.78734, 0.14589, -1.28661], [-0.80599, 2.19053, 0.47053], [0.48203, 1.31490, 1.24782]], "forces_ev_per_angstrom": [[-0.3, 0.4, 0.0], [-1.8, 1.9, 1.2], [1.3, 2.8, 0.3], [-0.4, -1.9, -1.0], [0.7, 0.2, -1.6], [1.8, -0.8, 0.0], [-0.9, 0.4, -2.8], [2.1, -3.8, 0.8], [-1.2, -0.9, 1.5], [0.0, -3.0, -0.4], [-0.4, 0.2, -0.2], [-0.6, 0.4, -1.3], [0.4, 1.6, 0.1], [-1.0, -0.6, 0.2], [0.9, 1.6, 0.8], [1.2, 0.3, 1.5], [-0.6, 0.7, -0.3], [-0.9, -0.4, 0.7], [-1.6, -0.1, -1.4], [-0.3, 1.3, 1.0], [0.4, -0.2, 0.0], [1.3, -0.1, 0.9]], "nbo_charge": [-0.111, -0.087, 0.639, -0.696, -0.606, -0.404, -0.550, 0.264, -0.581, -0.553, 0.253, 0.158, 0.239, 0.239, 0.236, 0.202, 0.202, 0.215, 0.200, 0.239, 0.265, 0.235], "relative_energy_ev": 2.4733, "homo_lumo_gap_ha": 0.3446, "total_energy_ev": -20664.55516, "e_lumo_ha": 0.005, "total_charge": 0}



Calculated values (hartree/bohr) of max |F| for the records, taken in order: 0.09402, 0.06280, 0.08530.